1.
ORCA calculation (the ωB97M-V functional and the def2-TZVPD basis) on C11H10S in the gas phase at a distorted geometry.

Computed properties:
Max |F|: 4.5 eV/Å
Highest occupied orbital energy (spin up / spin down): -7.0 / -7.6 eV
Energy relative to the best compared isomer or geometry (same formula, charge and spin): 97.6 kcal per mole
Orbital gap (spin up / spin down): 7.0 / 7.4 eV

Each line ends with the natural charge from an NBO analysis.
Atoms and positions in Å:
C 2.42 1.31 -0.13  -0.2078
C 2.78 0.16 -0.77  -0.2231
C 1.21 1.53 0.52  -0.2011
C 1.86 -0.87 -0.92  -0.1901
C 0.21 0.52 0.39  0.0025
C 0.54 -0.63 -0.40  -0.0863
C -1.32 -1.16 0.89  -0.4799
C -1.12 0.34 0.94  -0.2658
C -0.53 -1.60 -0.25  -0.1165
C -2.03 0.92 -0.22  -0.2568
C -2.52 0.29 -1.44  -0.3477
S -3.84 0.39 -0.32  0.1621
H 3.29 1.98 -0.07  0.2089
H 3.77 0.19 -1.15  0.2139
H 1.02 2.28 1.17  0.2046
H 2.01 -1.82 -1.46  0.2160
H -0.98 -1.88 1.64  0.2440
H -2.34 -1.18 0.65  0.2297
H -1.27 0.92 1.94  0.2420
H -0.52 -2.47 -0.79  0.1992
H -1.97 2.03 -0.23  0.2321
H -2.28 -0.49 -2.06  0.2201

2.
ORCA calculation (the ωB97M-V functional and the def2-TZVPD basis) on C11H10Si in the gas phase at a distorted geometry.

Computed properties:
Max |F|: 4.8 eV/Å
Highest occupied orbital energy: -8.9 eV
Energy relative to the best compared isomer or geometry (same formula, charge and spin): 47.1 kcal per mole
Orbital gap: 8.9 eV
SMILES: C#Cc1cccc([SiH2]C)c1C#C

Each line ends with the natural charge from an NBO analysis.
Atoms and positions in Å:
C 3.18 -3.45 -0.65  -0.1919
C 2.62 0.48 -1.17  -0.1989
C 2.23 -2.75 -0.33  -0.0219
C 1.83 -0.16 -0.54  -0.0386
C -1.23 -2.48 1.40  -0.2058
C -0.09 -3.00 0.87  -0.1631
C -1.36 -1.06 1.25  -0.2049
C 0.96 -2.23 0.26  -0.0867
C 0.86 -0.85 0.20  -0.0681
C -0.46 -0.21 0.72  -0.3950
C -0.78 2.45 -1.13  -1.0724
Si -0.63 1.68 0.64  1.0975
H 4.11 -3.88 -0.82  0.2280
H 3.53 1.05 -1.30  0.2434
H -1.94 -3.03 2.06  0.2340
H 0.06 -4.09 1.06  0.2241
H -2.13 -0.48 1.74  0.2171
H -1.52 2.16 -1.84  0.2501
H -0.72 3.51 -0.98  0.2386
H 0.23 2.39 -1.66  0.2452
H 0.34 2.24 1.65  -0.1500
H -1.94 2.07 1.34  -0.1810

3.
ORCA calculation (the ωB97M-V functional and the def2-TZVPD basis) on C11H11BrO2Ru as an isolated structure at a distorted geometry.

Computed properties:
Max |F|: 3.8 eV/Å
Highest occupied orbital energy (spin up / spin down): -6.5 / -8.8 eV
Energy relative to the best compared isomer or geometry (same formula, charge and spin): 24.3 kcal per mole
Orbital gap (spin up / spin down): 6.6 / 5.8 eV
Multiplicity: 5

Each line ends with the Löwdin charge.
Atoms and positions in Å:
C 1.97 1.56 -0.78  -0.3375
C 0.77 2.02 -0.11  -0.1967
C 0.35 1.01 0.77  -0.1018
H 0.30 2.98 -0.26  0.0761
C 1.24 -0.08 0.70  -0.1071
C 2.31 0.26 -0.18  -0.2555
H 3.28 -0.22 -0.23  0.1087
H 2.64 2.15 -1.39  0.1056
H -0.50 1.08 1.46  0.1215
H 1.20 -1.00 1.28  0.1092
Ru 1.13 0.10 -1.91  1.1664
Br -0.38 2.20 -2.86  0.3967
C 1.23 -1.75 -3.23  -0.1384
C 2.42 -1.59 -2.44  -0.1704
C 2.98 -0.30 -2.76  -0.2259
H 2.84 -2.32 -1.76  0.1128
C 2.14 0.34 -3.73  -0.2699
C 1.06 -0.57 -4.02  -0.2067
H 0.28 -0.39 -4.75  0.1074
H 0.61 -2.64 -3.29  0.1199
H 3.91 0.12 -2.40  0.1245
H 2.32 1.30 -4.19  0.1035
O -2.86 -0.02 -0.66  0.1058
C -1.81 0.02 -1.28  -0.5622
O -0.84 -0.82 -1.38  -0.1356
H -1.66 1.00 -1.87  -0.0504

4.
ORCA calculation (the ωB97M-V functional and the def2-TZVPD basis) on C11H11ClN2O2Zr as an isolated structure at a distorted geometry.

Computed properties:
Max |F|: 6.2 eV/Å
Highest occupied orbital energy (spin up / spin down): -14.4 / -14.4 eV
Energy relative to the best compared isomer or geometry (same formula, charge and spin): 92.2 kcal per mole
Total charge: +2
Orbital gap (spin up / spin down): 3.7 / 3.7 eV

Each line ends with the natural charge from an NBO analysis.
Atoms and positions in Å:
Cl 1.35 -4.07 1.87  -0.4135
C 1.50 1.63 0.97  -0.3485
C 1.31 1.98 -0.44  -0.3535
C 1.87 0.91 -1.25  -0.3626
H 0.82 2.89 -0.83  0.2929
C 2.40 -0.10 -0.35  -0.0475
C 2.18 0.34 1.01  -0.3565
H 2.45 -0.24 1.91  0.3164
H 1.18 2.22 1.83  0.2990
H 1.88 0.84 -2.35  0.2989
C 3.10 -1.36 -0.76  -0.6707
Zr 0.02 0.09 0.04  1.9043
C -1.14 -0.66 -1.80  0.4653
O -1.83 -0.90 -2.67  -0.2452
C -0.70 -1.48 1.52  0.3746
O -1.22 -2.14 2.32  -0.2528
H 2.74 -1.72 -1.74  0.2457
H 2.94 -2.16 -0.01  0.2848
H 4.19 -1.17 -0.86  0.2931
N -4.05 1.48 0.84  -0.4430
C -3.41 2.71 0.93  -0.0236
C -2.10 2.45 0.70  -0.0629
N -1.92 1.10 0.48  -0.6952
C -3.14 0.52 0.56  0.2302
H -5.04 1.30 0.97  0.4744
H -3.92 3.65 1.15  0.2897
H -1.22 3.13 0.66  0.2485
H -3.35 -0.56 0.43  0.2580